This record from the Open Molecules 2025 dataset describes a 2-piece molecular cluster, C2H2FNO2 overall at a distorted geometry. The level of theory is wB97M-V/def2-TZVPD.

Element x y z (Å)
1 C -3.090 0.566 0.209
2 C -0.333 0.903 0.134
3 N -2.242 -0.210 -0.172
4 O -3.874 1.380 0.502
5 O 0.453 0.270 -0.522
6 F -2.529 -1.512 -0.519
7 H -0.892 1.809 -0.115
8 H -0.279 0.909 1.154

Summary:
relative energy (zero: lowest compared OMol25 entry of this formula, charge and spin): 118.1 kcal/mol
strongest force on any atom: 3.6 eV/Å
structure (SMILES): O=C=NF.C=O

=====

This record from the Open Molecules 2025 dataset describes C8H12GaN5O7P2 as an isolated structure. The level of theory is wB97M-V/def2-TZVPD.

Element x y z (Å)
1 Ga -0.504 -2.903 -1.190
2 N 2.270 1.391 -2.005
3 C 2.678 0.129 -1.708
4 N 1.762 -0.630 -1.205
5 C 0.567 0.161 -1.243
6 N 0.965 1.574 -1.624
7 C -1.714 -0.206 -1.957
8 C -2.301 1.008 -2.232
9 N -3.620 1.129 -2.106
10 C -4.315 0.051 -1.752
11 C -3.696 -1.170 -1.503
12 N -2.372 -1.282 -1.597
13 H 2.760 2.121 -2.499
14 H 3.695 -0.195 -1.905
15 H -1.727 1.868 -2.558
16 H -5.388 0.159 -1.667
17 H -4.255 -2.053 -1.222
18 C 2.638 0.494 2.004
19 C 1.151 0.233 2.008
20 O 0.458 0.785 3.104
21 P 0.498 -1.481 1.940
22 O -0.015 -1.963 3.320
23 O 1.539 -2.564 1.517
24 O -0.509 -1.247 0.824
25 P 0.216 0.776 0.448
26 O -1.217 1.245 0.862
27 O 0.994 2.054 -0.182
28 O -0.348 -0.465 -2.067
29 H 3.058 0.197 2.965
30 H 2.837 1.555 1.847
31 H 3.135 -0.070 1.215
32 H 0.858 1.616 3.393
33 H -0.651 -1.419 3.813
34 H 1.976 -3.087 2.209
35 H -1.421 2.188 0.751

Summary:
strongest force on any atom: 0.5 eV/Å
charge: +2

=====

This record from the Open Molecules 2025 dataset describes an isolated molecule of C5H8N2 at a distorted geometry. The level of theory is wB97M-V/def2-TZVPD.

Element x y z (Å)
1 C -2.347 -0.162 0.062
2 C -0.879 0.047 -0.010
3 C -0.241 1.234 -0.007
4 N 1.133 0.993 -0.139
5 C 1.303 -0.426 -0.106
6 N 2.639 -0.537 0.146
7 C 0.099 -1.038 -0.093
8 H -2.665 -0.786 -0.780
9 H -2.629 -0.676 0.985
10 H -2.882 0.791 0.013
11 H -0.603 2.252 0.007
12 H 1.542 1.353 -0.999
13 H 2.589 0.483 0.533
14 H 3.065 -1.436 0.360
15 H -0.125 -2.092 0.027

Summary:
relative energy (zero: lowest compared OMol25 entry of this formula, charge and spin): 46.0 kcal/mol
strongest force on any atom: 3.7 eV/Å
structure (SMILES): Cc1c[nH]c(N)c1

=====

| no. | DFT total energy (hartree) | HOMO-LUMO gap (eV) | highest occupied orbital energy (eV) |
| --- | --- | --- | --- |
| 1 | -382.34218 | 8.80 | -9.840 |
| 2 | -3719.50351 | 9.84 | -16.005 |
| 3 | -304.76217 | 8.35 | -7.272 |